Record 1
{
  "formula": "C17H33N4O6",
  "method": "ωB97M-V with the def2-TZVPD basis set",
  "homo_lumo_gap_ev": 5.1,
  "e_tot_ev": -36394.12752,
  "total_charge": -1,
  "elements": ["C", "C", "N", "C", "C", "C", "C", "C", "N", "C", "C", "C", "O", "C", "C", "N", "C", "C", "C", "O", "C", "O", "O", "H", "H", "H", "H", "H", "H", "H", "H", "H", "H", "H", "H", "H", "H", "H", "H", "H", "H", "H", "H", "H", "H", "H", "H", "H", "H", "H", "H", "H", "H", "C", "N", "O", "O", "H", "H", "H"],
  "coordinates": [[3.70311, 2.04364, 2.23151], [2.74711, 1.21718, 1.56391], [1.59229, 0.31025, 1.08709], [1.89985, -1.01344, 1.75785], [3.16895, -1.73542, 0.94167], [3.01194, -1.63825, -0.69486], [1.77149, -2.57417, -1.29386], [0.24762, 0.87345, 1.44761], [-0.17652, 2.13719, 0.76173], [0.41020, 2.38264, -0.58958], [1.45551, 3.68645, -0.51642], [2.28728, 3.91776, -1.92347], [-0.88209, -0.06469, 1.40092], [-1.03984, -0.73589, 0.11400], [-2.67199, -0.93261, -0.14797], [-3.27414, 0.32953, -0.73197], [-4.22484, 1.01547, 0.22555], [-4.25742, 2.66740, 0.01086], [-3.79796, 3.39888, 1.42652], [-3.34243, 3.05958, -1.08794], [0.36530, 1.29656, 3.06677], [0.49445, 2.61709, 3.37655], [0.27818, 0.33999, 4.17958], [4.50405, 2.83334, 2.62707], [2.25744, -0.87995, 2.88676], [1.03346, -1.79798, 1.73277], [3.07106, -2.89548, 1.20664], [4.21699, -1.40617, 1.34591], [4.00070, -2.11318, -1.16554], [2.93135, -0.54976, -1.11640], [0.88366, -1.85803, -1.64164], [2.09694, -3.15120, -2.28366], [1.32714, -3.31456, -0.48882], [-1.23324, 2.09929, 0.63910], [0.85993, 1.46322, -1.15101], [-0.47990, 2.77348, -1.28430], [2.11750, 3.69127, 0.44692], [0.73224, 4.63139, -0.41873], [1.45175, 4.00323, -2.77195], [2.95700, 2.98682, -2.15593], [2.85053, 4.94352, -1.90769], [-0.53907, -1.81822, 0.16330], [-0.56614, -0.20664, -0.81131], [-3.14813, -1.11795, 0.92310], [-2.84932, -1.90214, -0.78702], [-3.84151, 0.06469, -1.58967], [-5.35111, 0.66769, 0.07082], [-3.98386, 0.85019, 1.36107], [-5.38314, 2.98673, -0.21687], [-4.72465, 3.47700, 2.14031], [-2.99231, 2.71409, 1.93949], [-3.30882, 4.46091, 1.21251], [-3.67460, 2.68782, -1.97924], [0.47496, -7.30565, -2.00856], [1.02350, -5.93365, -1.83389], [0.59379, -5.26892, -0.88385], [1.86991, -5.56263, -2.65547], [-0.25530, -7.49722, -1.21947], [0.00103, -7.34829, -2.99135], [1.31009, -8.00565, -1.93943]],
  "atomic_forces_ev_per_a": [[-6.6, -5.5, -4.8], [5.3, 5.5, 4.4], [2.4, 1.3, 1.6], [1.8, -1.9, 0.5], [-1.0, -0.8, -0.1], [0.8, -1.1, -0.5], [-0.4, 1.1, -0.3], [-1.5, 1.8, 3.5], [0.0, -1.8, -1.9], [-0.1, 1.9, -1.4], [-0.8, 0.7, -0.4], [-1.4, -0.2, 0.2], [1.9, -0.1, -2.0], [-0.9, -1.5, -0.7], [1.0, -0.4, 1.4], [-1.6, -1.2, 0.4], [-1.4, 0.9, 0.3], [-0.3, -0.2, 0.5], [0.5, -0.3, -0.8], [-1.9, -0.6, -0.3], [-0.7, 2.2, 6.9], [-0.5, -6.4, -2.3], [0.5, 3.7, -6.5], [-2.3, -2.4, -1.4], [-1.2, -0.2, -2.4], [1.3, 2.1, -0.1], [0.3, 2.4, -0.5], [-2.1, -0.3, -1.0], [-1.9, 1.1, 1.1], [0.1, -2.0, 1.1], [1.8, -1.5, 0.8], [-0.6, 1.1, 2.4], [1.2, 1.7, -1.8], [2.0, -0.2, 0.4], [-0.5, 1.6, 1.2], [1.9, -0.9, 1.4], [-1.2, -0.4, -2.0], [1.5, -2.0, -0.1], [1.9, -0.2, 1.6], [-1.0, 2.0, 0.4], [-0.8, -2.1, 0.0], [-1.1, 2.2, 0.0], [-0.9, -0.6, 1.9], [1.1, 0.2, -2.2], [0.3, 2.0, 1.0], [1.1, 0.4, 1.5], [2.2, 0.4, 0.3], [-0.1, 0.0, -2.4], [2.4, -0.5, 0.3], [1.8, -0.1, -1.4], [-1.5, 1.5, -0.9], [-1.2, -2.3, 0.5], [0.7, 0.7, 2.4], [-0.2, -0.2, 0.1], [0.4, 1.2, 0.3], [0.5, -1.4, -1.5], [-1.2, -0.6, 1.2], [0.2, 0.2, -0.2], [0.2, 0.0, 0.1], [-0.1, 0.2, -0.1]],
  "nbo_charge": [-0.335, 0.150, -0.538, -0.233, -0.415, -0.419, -0.655, 0.480, -0.639, -0.238, -0.411, -0.640, -0.544, -0.090, -0.244, -0.656, -0.258, 0.104, -0.660, -0.734, 0.688, -0.729, -0.829, 0.282, 0.252, 0.227, 0.193, 0.218, 0.189, 0.223, 0.199, 0.216, 0.228, 0.390, 0.183, 0.199, 0.241, 0.188, 0.191, 0.208, 0.206, 0.175, 0.196, 0.201, 0.187, 0.353, 0.161, 0.223, 0.147, 0.212, 0.241, 0.238, 0.467, -0.482, 0.520, -0.354, -0.373, 0.232, 0.233, 0.234]
}



Record 2
{
  "formula": "C7H7NOS",
  "method": "ωB97M-V with the def2-TZVPD basis set",
  "homo_lumo_gap_ev": 7.9,
  "e_tot_ev": -21739.48852,
  "elements": ["C", "C", "C", "C", "C", "C", "C", "N", "O", "S", "H", "H", "H", "H", "H", "H", "H"],
  "coordinates": [[2.20188, -0.57944, 1.53591], [1.87346, -1.88633, 1.35123], [1.66231, 0.59117, 0.89994], [0.86457, -2.41378, 0.51034], [0.61517, 0.68279, 0.14950], [0.21423, -2.98144, -0.31975], [-2.38146, 2.34156, -1.48787], [-0.44029, 0.96969, -0.32665], [-2.46163, -0.41192, -0.93333], [-1.61624, 0.56443, -1.57783], [2.99372, -0.37893, 2.28059], [2.39068, -2.64136, 1.93550], [2.25335, 1.54894, 1.02051], [-0.61268, -3.59085, -0.75686], [-2.56160, 2.55135, -0.45233], [-1.77300, 3.29630, -1.63696], [-3.22247, 2.33781, -2.19193]],
  "atomic_forces_ev_per_a": [[0.3, -1.1, 0.5], [0.2, 0.8, 0.7], [2.9, 1.1, 1.1], [1.1, 0.5, -0.1], [-1.4, 0.3, -0.9], [-2.5, -1.6, -0.7], [1.1, 0.3, -0.1], [-1.5, 0.0, -0.3], [-0.7, 0.3, 0.2], [1.5, 1.9, -0.3], [-0.4, -0.1, -0.6], [0.1, 0.2, 0.0], [-0.8, -1.2, -0.3], [1.4, 1.1, 0.3], [-1.1, -0.7, 0.7], [0.2, -1.8, -0.8], [0.0, 0.0, 0.6]],
  "nbo_charge": [-0.127, -0.320, -0.509, -0.056, 0.534, -0.233, -0.833, -0.680, -0.890, 1.435, 0.216, 0.228, 0.262, 0.250, 0.243, 0.248, 0.231]
}



What did the second record say?
{
  "formula": "C7H7NOS",
  "method": "ωB97M-V with the def2-TZVPD basis set",
  "homo_lumo_gap_ev": 7.9,
  "e_tot_ev": -21739.48852,
  "elements": ["C", "C", "C", "C", "C", "C", "C", "N", "O", "S", "H", "H", "H", "H", "H", "H", "H"],
  "coordinates": [[2.20188, -0.57944, 1.53591], [1.87346, -1.88633, 1.35123], [1.66231, 0.59117, 0.89994], [0.86457, -2.41378, 0.51034], [0.61517, 0.68279, 0.14950], [0.21423, -2.98144, -0.31975], [-2.38146, 2.34156, -1.48787], [-0.44029, 0.96969, -0.32665], [-2.46163, -0.41192, -0.93333], [-1.61624, 0.56443, -1.57783], [2.99372, -0.37893, 2.28059], [2.39068, -2.64136, 1.93550], [2.25335, 1.54894, 1.02051], [-0.61268, -3.59085, -0.75686], [-2.56160, 2.55135, -0.45233], [-1.77300, 3.29630, -1.63696], [-3.22247, 2.33781, -2.19193]],
  "atomic_forces_ev_per_a": [[0.3, -1.1, 0.5], [0.2, 0.8, 0.7], [2.9, 1.1, 1.1], [1.1, 0.5, -0.1], [-1.4, 0.3, -0.9], [-2.5, -1.6, -0.7], [1.1, 0.3, -0.1], [-1.5, 0.0, -0.3], [-0.7, 0.3, 0.2], [1.5, 1.9, -0.3], [-0.4, -0.1, -0.6], [0.1, 0.2, 0.0], [-0.8, -1.2, -0.3], [1.4, 1.1, 0.3], [-1.1, -0.7, 0.7], [0.2, -1.8, -0.8], [0.0, 0.0, 0.6]],
  "nbo_charge": [-0.127, -0.320, -0.509, -0.056, 0.534, -0.233, -0.833, -0.680, -0.890, 1.435, 0.216, 0.228, 0.262, 0.250, 0.243, 0.248, 0.231]
}